Record 1
Entry from the OMol25 dataset: C2H4F2 as an isolated structure at a distorted geometry (the ωB97M-V functional and the def2-TZVPD basis).

Output
Lowest unoccupied orbital energy   0.59 eV
Kohn-Sham gap   12.3 eV
E_HOMO   -11.67 eV

```
! RIJCOSX wB97M-V def2-TZVPD def2/J DEFGRID3
* xyz 0 1
C 0.600 -0.117 0.429
C -0.654 0.645 -0.029
H 0.234 -1.264 0.473
H 0.289 0.013 1.477
H -1.154 1.559 0.815
H -0.423 1.279 -0.986
F 1.956 -0.089 -0.272
F -1.803 -0.440 -0.192
*
```

Record 2
Entry from the OMol25 dataset: a 4-piece molecular cluster, H8O4 overall at a distorted geometry (the ωB97M-V functional and the def2-TZVPD basis).

Output
Lowest unoccupied orbital energy (alpha / beta)   -3.70 / -11.58 eV
Kohn-Sham gap (alpha / beta)   12.7 / 4.7 eV
E_HOMO (alpha / beta)   -16.45 / -16.30 eV

```
! RIJCOSX wB97M-V def2-TZVPD def2/J DEFGRID3
* xyz 1 2
O -0.833 -0.135 1.988
H -0.123 -0.720 1.687
H -1.505 -0.749 2.331
H -1.259 0.724 0.214
O -1.258 1.093 -0.675
H -1.258 2.055 -0.645
O 0.961 -1.379 0.329
H 1.843 -1.591 0.672
H 1.131 -0.734 -0.413
O 1.091 0.309 -1.617
H 1.339 0.369 -2.562
H 0.265 0.824 -1.444
*
```

Record 3
Entry from the OMol25 dataset: a 12-piece molecular cluster, C42H114N6O12 overall at a distorted geometry (the ωB97M-V functional and the def2-TZVPD basis).

Output
Lowest unoccupied orbital energy   0.55 eV
Kohn-Sham gap   9.4 eV
E_HOMO   -8.80 eV
Structure (SMILES)   COC[C@H](C)N.COC[C@H](C)N.COC[C@H](C)N.COC[C@H](C)N.COC[C@H](C)N.COC[C@H](C)N.CC(C)O.CC(C)O.CC(C)O.CC(C)O.CC(C)O.CC(C)O

```
! RIJCOSX wB97M-V def2-TZVPD def2/J DEFGRID3
* xyz 0 1
C -19.281 -6.513 0.513
O -20.020 -6.643 -0.653
C -20.985 -5.593 -0.870
C -22.045 -5.459 0.205
C -22.974 -6.698 0.192
N -22.791 -4.182 0.149
H -19.671 -7.258 1.200
H -19.408 -5.491 0.925
H -18.258 -6.649 0.232
H -20.373 -4.629 -0.865
H -21.437 -5.839 -1.819
H -21.556 -5.366 1.162
H -22.361 -7.619 0.249
H -23.476 -6.881 -0.741
H -23.720 -6.596 0.962
H -23.187 -4.060 -0.771
H -22.212 -3.392 0.390
C -17.517 -8.092 -2.771
O -18.137 -8.683 -3.855
C -19.375 -7.981 -4.123
C -19.667 -7.885 -5.662
C -18.643 -6.894 -6.299
N -21.044 -7.334 -5.927
H -16.599 -8.671 -2.516
H -18.105 -8.141 -1.828
H -17.223 -7.056 -3.033
H -20.156 -8.541 -3.645
H -19.420 -6.948 -3.654
H -19.610 -8.902 -6.051
H -18.819 -5.882 -5.980
H -18.806 -6.906 -7.359
H -17.596 -7.164 -6.142
H -21.747 -8.059 -5.698
H -21.151 -7.056 -6.888
C -23.136 -14.820 -4.177
O -22.857 -15.412 -5.427
C -22.782 -16.815 -5.405
C -22.553 -17.283 -6.773
C -22.374 -18.793 -6.834
N -21.361 -16.666 -7.295
H -22.343 -15.053 -3.486
H -24.145 -15.171 -3.727
H -23.205 -13.726 -4.314
H -21.888 -17.138 -4.776
H -23.712 -17.233 -5.008
H -23.415 -16.923 -7.387
H -23.236 -19.382 -6.542
H -21.591 -19.027 -6.146
H -22.036 -19.082 -7.887
H -20.552 -17.188 -7.107
H -21.189 -15.734 -6.876
C -25.000 -5.309 -2.621
O -23.708 -4.682 -2.637
C -23.337 -4.493 -4.022
C -21.977 -3.789 -4.149
C -22.114 -2.385 -3.649
N -21.629 -3.908 -5.539
H -25.000 -6.203 -3.226
H -25.810 -4.717 -3.072
H -25.271 -5.474 -1.588
H -23.343 -5.460 -4.514
H -24.044 -3.901 -4.549
H -21.297 -4.390 -3.605
H -21.140 -1.864 -3.583
H -22.603 -2.317 -2.689
H -22.722 -1.804 -4.275
H -22.410 -3.650 -6.135
H -21.183 -4.778 -5.765
C -20.456 -13.653 -9.308
O -20.179 -12.563 -8.425
C -19.668 -12.859 -7.141
C -19.234 -11.508 -6.547
C -17.923 -10.973 -7.108
N -19.090 -11.712 -5.041
H -20.766 -13.183 -10.235
H -21.190 -14.228 -8.807
H -19.671 -14.413 -9.491
H -20.431 -13.236 -6.520
H -18.768 -13.562 -7.076
H -20.098 -10.922 -6.776
H -17.205 -11.826 -7.087
H -17.458 -10.183 -6.531
H -18.054 -10.601 -8.157
H -20.017 -11.647 -4.610
H -18.592 -10.853 -4.791
C -23.494 -12.323 -7.327
O -23.901 -12.278 -6.007
C -25.258 -12.619 -5.895
C -25.751 -12.069 -4.564
C -27.155 -12.533 -4.178
N -25.725 -10.589 -4.433
H -23.856 -11.507 -7.920
H -23.809 -13.290 -7.757
H -22.372 -12.298 -7.290
H -25.671 -12.206 -6.743
H -25.489 -13.691 -5.911
H -25.052 -12.473 -3.829
H -27.433 -12.476 -3.108
H -27.387 -13.558 -4.476
H -27.912 -11.944 -4.690
H -24.774 -10.212 -4.480
H -26.422 -10.171 -5.029
C -19.304 -16.451 0.567
C -20.736 -15.899 0.322
C -21.325 -15.399 1.632
O -20.698 -14.990 -0.733
H -18.864 -16.915 -0.306
H -19.367 -17.168 1.423
H -18.658 -15.561 0.936
H -21.438 -16.676 -0.103
H -20.669 -14.729 2.203
H -21.638 -16.212 2.215
H -22.193 -14.726 1.467
H -19.910 -14.476 -0.881
C -27.493 -8.891 0.014
C -27.369 -9.433 -1.419
C -27.926 -8.486 -2.501
O -26.001 -9.680 -1.761
H -27.223 -9.659 0.762
H -28.545 -8.716 0.201
H -26.929 -8.023 0.254
H -28.018 -10.353 -1.499
H -27.527 -7.460 -2.347
H -29.037 -8.419 -2.451
H -27.672 -8.842 -3.503
H -26.063 -9.987 -2.687
C -25.417 -13.488 1.435
C -24.937 -13.087 0.038
C -24.618 -14.324 -0.853
O -26.039 -12.330 -0.481
H -26.290 -14.150 1.346
H -25.670 -12.615 2.022
H -24.617 -13.981 2.024
H -24.047 -12.485 0.160
H -24.107 -14.127 -1.777
H -25.506 -14.969 -0.927
H -23.919 -14.977 -0.328
H -25.700 -11.440 -0.557
C -17.100 -11.672 -0.118
C -18.514 -12.308 -0.127
C -19.592 -11.320 -0.560
O -18.535 -13.479 -0.951
H -16.329 -12.386 0.281
H -17.086 -10.690 0.446
H -16.815 -11.411 -1.229
H -18.726 -12.728 0.919
H -19.629 -10.362 0.002
H -20.524 -11.815 -0.483
H -19.543 -11.038 -1.583
H -18.264 -13.364 -1.894
C -17.189 -16.007 -3.650
C -18.066 -14.898 -4.253
C -19.521 -15.196 -3.998
O -17.688 -13.626 -3.632
H -17.172 -16.816 -4.342
H -17.449 -16.274 -2.591
H -16.183 -15.589 -3.596
H -17.819 -14.975 -5.328
H -19.764 -16.131 -4.503
H -20.129 -14.378 -4.369
H -19.749 -15.259 -2.938
H -18.163 -12.930 -4.124
C -22.595 -8.844 -2.556
C -22.164 -10.175 -3.113
C -22.797 -11.385 -2.494
O -22.409 -10.111 -4.511
H -22.265 -8.040 -3.253
H -22.084 -8.634 -1.617
H -23.672 -8.617 -2.539
H -21.095 -10.235 -2.959
H -23.878 -11.354 -2.656
H -22.574 -11.384 -1.448
H -22.353 -12.266 -2.962
H -22.608 -11.042 -4.819
*
```

Record 4
Entry from the OMol25 dataset: an isolated ion of composition C3H8N3O and charge +1 at a distorted geometry (the ωB97M-V functional and the def2-TZVPD basis).

Output
Lowest unoccupied orbital energy   -3.22 eV
Kohn-Sham gap   10.8 eV
E_HOMO   -13.97 eV
Structure (SMILES)   [NH2+]=C1NCCN1O

```
! RIJCOSX wB97M-V def2-TZVPD def2/J DEFGRID3
* xyz 1 1
N 2.004 1.114 -0.332
C 0.878 0.522 -0.030
N 0.222 0.575 1.094
C -1.060 -0.146 1.135
C -1.104 -0.791 -0.351
N 0.212 -0.454 -0.831
O 0.456 -0.506 -2.234
H 2.365 1.469 0.507
H 2.473 0.654 -1.102
H 0.519 0.743 2.040
H -1.832 0.742 1.310
H -0.934 -0.835 1.975
H -1.143 -1.797 -0.363
H -1.867 -0.411 -1.147
H 0.524 -1.425 -2.550
*
```

Record 5
Entry from the OMol25 dataset: C26H34BrCrINOS4 as an isolated structure (the ωB97M-V functional and the def2-TZVPD basis).

Output
Lowest unoccupied orbital energy (alpha / beta)   -6.74 / -6.31 eV
Kohn-Sham gap (alpha / beta)   6.8 / 7.2 eV
E_HOMO (alpha / beta)   -13.55 / -13.55 eV

```
! RIJCOSX wB97M-V def2-TZVPD def2/J DEFGRID3
* xyz 2 4
Cr 0.076 -0.483 0.589
C 1.328 -1.271 3.673
C -0.172 -1.327 3.916
S -0.963 -1.785 2.356
C -2.659 -1.189 2.463
C -3.221 -1.275 1.050
S -2.306 -0.345 -0.223
C -2.891 1.348 0.086
C -2.263 2.076 1.266
S -0.461 1.936 1.160
C 0.094 2.034 2.881
C 1.516 1.494 2.985
S 1.839 -0.176 2.316
H 1.721 -2.251 3.393
H 1.857 -0.947 4.569
H -0.572 -0.382 4.278
H -0.400 -2.101 4.649
H -2.688 -0.182 2.871
H -3.212 -1.854 3.128
H -4.249 -0.916 1.018
H -3.231 -2.309 0.703
H -3.974 1.294 0.201
H -2.687 1.883 -0.839
H -2.596 1.692 2.228
H -2.523 3.134 1.213
H -0.604 1.486 3.510
H 0.089 3.078 3.196
H 1.839 1.475 4.027
H 2.212 2.142 2.452
C 3.199 0.467 -2.567
C 2.989 1.819 -1.890
C 2.381 1.431 -0.564
O 1.492 0.306 -0.871
C 2.059 -0.400 -2.046
H 4.160 0.038 -2.286
H 3.167 0.542 -3.651
H 2.289 2.436 -2.452
H 3.915 2.376 -1.760
H 1.780 2.219 -0.120
H 3.142 1.082 0.140
H 1.248 -0.511 -2.764
H 2.399 -1.382 -1.735
Br -2.298 4.646 -1.969
C -2.566 3.986 -3.727
C -3.376 4.737 -4.566
C -3.596 4.320 -5.869
C -3.007 3.156 -6.338
C -2.196 2.404 -5.503
C -1.976 2.820 -4.197
I -0.724 1.639 -3.011
H -3.829 5.647 -4.196
H -4.229 4.911 -6.516
H -3.176 2.829 -7.354
H -1.735 1.495 -5.867
C 0.165 -2.378 -0.346
C 1.098 -3.241 0.430
C 2.448 -2.907 0.578
C 3.298 -3.666 1.368
C 2.806 -4.783 2.035
C 1.470 -5.151 1.878
C 0.634 -4.386 1.085
C 3.675 -5.556 2.887
N 4.361 -6.173 3.571
H -0.816 -2.828 -0.495
H 0.556 -2.059 -1.305
H 2.857 -2.041 0.071
H 4.342 -3.399 1.467
H 1.098 -6.037 2.374
H -0.399 -4.687 0.964
*
```

Record 6
Entry from the OMol25 dataset: C25H27N5O2S in the gas phase at a distorted geometry (the ωB97M-V functional and the def2-TZVPD basis).

Output
Lowest unoccupied orbital energy   0.59 eV
Kohn-Sham gap   9.0 eV
E_HOMO   -8.37 eV
Structure (SMILES)   CCc1nnc(NC(=O)CCC(=O)N2CCN(C3c4ccccc4-c4ccccc43)CC2)s1

```
! RIJCOSX wB97M-V def2-TZVPD def2/J DEFGRID3
* xyz 0 1
C -3.144 -2.769 -1.120
C -2.338 -3.675 -0.186
C -0.889 -3.524 -0.459
N -0.270 -4.118 -1.413
N 1.014 -3.800 -1.519
C 1.393 -2.947 -0.627
N 2.678 -2.476 -0.560
C 3.114 -1.597 0.401
O 2.371 -1.185 1.261
C 4.554 -1.186 0.221
C 4.669 -0.089 -0.853
C 4.222 1.247 -0.263
O 4.974 1.833 0.496
N 3.024 1.762 -0.609
C 1.954 1.171 -1.377
C 0.718 0.966 -0.494
N 0.325 2.229 0.099
C -0.975 2.170 0.749
C -2.094 2.113 -0.264
C -2.306 2.929 -1.354
C -3.422 2.700 -2.148
C -4.308 1.677 -1.847
C -4.096 0.850 -0.755
C -2.977 1.067 0.032
C -2.475 0.357 1.199
C -2.981 -0.748 1.864
C -2.273 -1.255 2.942
C -1.093 -0.660 3.355
C -0.597 0.466 2.709
C -1.286 0.969 1.626
C 1.405 2.750 0.914
C 2.604 3.009 0.004
S 0.138 -2.436 0.473
H -2.951 -3.037 -2.155
H -2.867 -1.727 -0.971
H -4.207 -2.881 -0.922
H -2.619 -4.715 -0.356
H -2.538 -3.412 0.853
H 3.312 -2.849 -1.253
H 4.930 -0.786 1.164
H 5.153 -2.052 -0.066
H 5.726 0.035 -1.096
H 4.136 -0.364 -1.761
H 2.246 0.216 -1.810
H 1.697 1.861 -2.190
H -0.108 0.596 -1.108
H 0.949 0.220 0.281
H -1.076 3.088 1.343
H -1.615 3.726 -1.582
H -3.604 3.327 -3.009
H -5.174 1.521 -2.474
H -4.792 0.056 -0.526
H -3.909 -1.202 1.550
H -2.647 -2.121 3.470
H -0.551 -1.071 4.194
H 0.314 0.924 3.060
H 1.086 3.686 1.377
H 1.715 2.046 1.702
H 3.445 3.406 0.572
H 2.321 3.711 -0.786
*
```